(1)
A 2-piece molecular cluster, C5H11NO overall, computed with wB97M-V/def2-TZVPD.

Last column: natural (NBO) charge in e.
Positions of all 18 atoms, in Å:
O (3.19876, -0.20003, -0.84855)  -0.512
C (2.86759, 0.09314, 0.26975)  0.314
C (1.54780, 0.17650, 0.85837)  -0.140
C (0.30364, -0.25015, 0.17713)  -0.307
C (0.30151, 0.00723, -1.34912)  -0.595
C (-0.87229, 0.41547, 0.83376)  -0.468
N (-2.89313, -0.56658, -0.50261)  -0.886
H (3.63999, 0.26031, 1.05854)  0.112
H (1.46707, 0.80345, 1.74086)  0.203
H (0.21799, -1.34764, 0.29987)  0.220
H (-0.63104, -0.39971, -1.74182)  0.240
H (0.33902, 1.08750, -1.53048)  0.207
H (1.05796, -0.59147, -1.85501)  0.243
H (-0.91384, 1.49543, 0.70284)  0.208
H (-1.83636, -0.02173, 0.26853)  0.274
H (-0.96672, 0.24773, 1.90310)  0.214
H (-3.29367, -1.39532, -0.05128)  0.340
H (-3.53429, 0.18588, -0.23387)  0.334

The calculation puts the relative energy (zero: lowest compared OMol25 entry of this formula, charge and spin) at 165.02 kcal per mole. The net charge is 0. As for the spin multiplicity: 1. The calculation puts the HOMO energy at -7.27 eV. For the total energy, the calculation gives -326.8684 hartree. Its maximum force is 0.041 Eh/bohr.

=====

(2)
C35H27N2O2PTi as an isolated structure, computed with wB97M-V/def2-TZVPD.

Last column: natural (NBO) charge in e.
Positions of all 68 atoms, in Å:
Ti (-0.77691, 0.03141, 0.89927)  1.874
C (-1.81219, -2.91007, 0.78730)  -0.259
O (-0.75246, -1.91753, 0.77588)  -0.584
C (0.58571, -2.39828, 0.70250)  0.304
C (0.94295, -3.67366, 0.33179)  -0.260
C (2.28865, -4.02254, 0.37668)  -0.166
C (3.24509, -3.10776, 0.78968)  -0.174
C (2.88253, -1.81598, 1.13650)  -0.176
C (1.54889, -1.44816, 1.07062)  0.043
N (1.02327, -0.17365, 1.36968)  -0.444
N (1.79262, 0.73415, 1.92491)  -0.124
C (1.32095, 1.90865, 2.27913)  0.131
C (-0.09248, 2.29322, 2.21289)  0.427
O (-1.02572, 1.37886, 1.95333)  -0.697
C (-0.48354, 3.56804, 2.65402)  -0.327
C (0.42844, 4.43529, 3.18019)  0.007
C (1.81259, 4.12142, 3.28127)  -0.112
C (2.72484, 5.03676, 3.83229)  -0.126
C (4.06264, 4.72932, 3.90635)  -0.189
C (4.52095, 3.50559, 3.41465)  -0.140
C (3.64286, 2.59167, 2.86567)  -0.175
C (2.27737, 2.87511, 2.80808)  -0.045
H (-1.60792, -3.66012, 1.54814)  0.236
H (-1.89395, -3.37634, -0.19199)  0.226
H (-2.74024, -2.39327, 1.02533)  0.218
H (0.21296, -4.40638, 0.01663)  0.246
H (2.57585, -5.02657, 0.09845)  0.249
H (4.28286, -3.40701, 0.83794)  0.247
H (3.61469, -1.08518, 1.44846)  0.253
H (-1.53459, 3.82054, 2.60446)  0.256
H (0.09179, 5.39906, 3.54347)  0.245
H (2.35812, 5.98790, 4.19775)  0.234
H (4.75967, 5.43238, 4.34085)  0.245
H (5.57491, 3.26889, 3.47334)  0.240
H (4.00317, 1.65176, 2.47396)  0.238
C (-0.00349, 6.65852, -2.58531)  -0.163
C (0.85246, 5.70806, -3.12763)  -0.214
C (1.03639, 4.49103, -2.49174)  -0.139
C (0.35447, 4.23138, -1.30226)  -0.408
C (-0.47716, 5.19926, -0.73997)  -0.186
C (-0.65451, 6.41323, -1.38542)  -0.198
P (0.35549, 2.57466, -0.56870)  1.018
C (1.97780, 1.89112, -1.05373)  -0.395
C (2.12161, 0.63807, -1.64761)  -0.164
C (3.38357, 0.16756, -1.97353)  -0.203
C (4.50793, 0.93365, -1.69479)  -0.185
C (4.37054, 2.17582, -1.09540)  -0.197
C (3.11084, 2.65394, -0.76684)  -0.202
C (-0.87282, 1.67852, -1.57837)  -0.335
C (-1.36096, 2.11090, -2.80603)  -0.128
C (-2.31465, 1.34604, -3.45939)  -0.164
C (-2.79195, 0.17226, -2.88806)  -0.174
C (-2.31214, -0.25450, -1.66056)  -0.209
C (-1.35266, 0.49941, -0.97001)  -0.491
H (-0.16080, 7.59347, -3.10630)  0.239
H (1.37604, 5.91333, -4.05185)  0.237
H (1.69374, 3.74446, -2.91889)  0.222
H (-0.98774, 4.99686, 0.19369)  0.212
H (-1.30297, 7.16610, -0.95776)  0.235
H (1.24666, 0.05406, -1.90321)  0.211
H (3.48928, -0.79842, -2.45045)  0.230
H (5.48996, 0.56649, -1.96287)  0.236
H (5.24192, 2.78153, -0.88273)  0.235
H (2.99812, 3.62697, -0.30214)  0.228
H (-0.97825, 3.01895, -3.25213)  0.234
H (-2.69109, 1.66556, -4.42229)  0.243
H (-3.54609, -0.41393, -3.39633)  0.242
H (-2.72273, -1.17081, -1.24700)  0.208

The calculation puts the relative energy (zero: lowest compared OMol25 entry of this formula, charge and spin) at 41.49 kcal per mole. The net charge is +2. As for the spin multiplicity: 1. The calculation puts the HOMO energy at -13.60 eV. For the total energy, the calculation gives -2800.1908 hartree. Its maximum force is 0.053 Eh/bohr.